Entry 1:
Here is C20H8F11IrN3O4S2Se as an isolated structure from OMol25. Energies are from wB97M-V/def2-TZVPD.

```
50
Properties=species:S:1:pos:R:3:forces:R:3
Ir 1.415112 0.325759 0.087551 0.80 0.16 -0.01
C 0.489618 -1.819642 -3.529254 -0.01 -0.01 -0.02
C 0.343742 -1.060631 -2.364024 0.01 0.01 0.02
N 1.391359 -0.703852 -1.637617 -0.03 -0.19 0.02
C 2.633187 -1.098807 -2.033763 -0.01 0.03 -0.02
C 2.864593 -1.859538 -3.175339 0.00 0.03 0.02
C 1.737494 -2.221853 -3.937089 0.00 -0.01 0.01
C 4.220895 -2.213475 -3.491154 0.00 -0.01 -0.01
C 5.248761 -1.814944 -2.707533 0.01 -0.01 0.00
C 5.022464 -1.022981 -1.530126 -0.01 0.02 0.00
C 6.029642 -0.556902 -0.662158 -0.01 -0.01 0.00
C 5.683267 0.198820 0.430089 0.02 0.01 0.00
C 4.340014 0.500042 0.679187 -0.01 0.01 0.01
N 3.382467 0.068511 -0.126979 0.04 -0.08 0.07
C 3.712765 -0.681862 -1.213141 -0.03 0.04 -0.03
H -0.392715 -2.084027 -4.093467 0.00 0.00 0.01
H -0.624980 -0.745819 -2.001568 0.00 0.00 0.00
H 1.859568 -2.814722 -4.834539 0.00 0.00 0.00
H 4.405461 -2.810224 -4.374576 0.00 0.00 0.00
H 6.265315 -2.089211 -2.956630 0.00 0.00 0.00
H 7.066635 -0.796740 -0.859351 0.00 0.00 -0.01
H 6.432729 0.572197 1.112554 0.00 0.00 0.00
H 4.032986 1.089456 1.531836 0.00 -0.01 0.00
F -1.527102 3.125757 3.363902 0.03 0.03 0.03
C -0.211772 2.983433 3.408885 0.15 -0.01 -0.03
F 0.175020 2.595699 4.599607 0.01 -0.02 0.02
F 0.386214 4.102103 3.056951 0.00 0.02 -0.01
S 0.220823 1.699963 2.141470 -0.50 -0.12 -0.05
O -0.310810 2.162325 0.861563 -0.27 0.15 0.26
O 1.677429 1.512922 2.039754 -0.09 -0.18 -0.44
N -0.513897 0.446938 2.729592 -0.01 0.10 0.05
S -0.480811 -0.827571 1.795714 -0.02 -0.10 0.00
O 0.823097 -1.464317 1.697795 -0.15 0.03 0.08
O -1.076271 -0.548344 0.490564 0.07 0.05 -0.01
C -1.612184 -1.971699 2.712990 0.01 0.00 -0.03
F -1.469931 -3.171580 2.185809 -0.03 0.02 -0.01
F -2.857672 -1.543689 2.541297 0.00 0.01 0.03
F -1.301908 -1.978465 3.987840 0.01 -0.02 0.01
F -8.322235 0.750643 0.982706 0.00 0.00 0.00
C -7.109146 1.053023 0.674051 0.00 -0.01 0.00
C -6.533378 2.201106 1.248411 0.00 0.00 -0.01
F -7.245501 2.926893 2.076870 0.00 0.00 0.00
C -5.246956 2.516503 0.920135 0.01 0.02 -0.02
F -4.690559 3.571232 1.441020 0.00 0.00 0.02
C -4.480793 1.701977 -0.001375 0.03 -0.12 0.10
Se -2.804105 2.108427 -0.394351 -0.04 0.18 -0.07
C -5.133225 0.533667 -0.551966 0.06 -0.04 -0.01
F -4.470213 -0.224805 -1.382523 -0.02 0.00 0.03
C -6.416062 0.215490 -0.224978 -0.02 0.01 0.00
F -7.028429 -0.837190 -0.714640 0.00 0.00 0.00
```
Positions in Å, forces in eV/Å.

Computed properties:
LUMO (spin up / spin down)	-9.6 / -9.6	eV
spin multiplicity	2
charge	+2



Entry 2:
Here is one molecule with the formula C3H3NO in a non-equilibrium geometry from OMol25. Energies are from wB97M-V/def2-TZVPD.

```
8
Properties=species:S:1:pos:R:3:forces:R:3
O -0.549028 -0.343037 -2.376931 -0.43 0.40 0.74
C 0.954055 0.061177 0.534406 -0.24 -0.19 -0.15
C -0.336857 0.068342 0.855130 0.27 -0.07 -0.03
N -1.269889 0.312970 -0.190683 -0.10 0.13 -0.53
C -0.874592 -0.001663 -1.309302 -0.40 -0.23 -0.46
H 1.705349 -0.447397 1.127469 0.12 0.70 0.10
H -0.768565 -0.108468 1.837045 0.08 -0.20 -0.29
H 1.139528 0.458076 -0.477134 0.70 -0.55 0.62
```
Positions in Å, forces in eV/Å.

Computed properties:
LUMO	0.9	eV
SMILES string	C=CN=C=O



Entry 3:
Here is an isolated ion of composition C4H6NO6 and charge -1 in a non-equilibrium geometry from OMol25. Energies are from wB97M-V/def2-TZVPD.

```
17
Properties=species:S:1:pos:R:3:forces:R:3
C -0.559068 -1.170731 -0.622910 -0.03 -1.32 0.95
C 0.167051 -0.376519 -1.626188 -1.27 1.85 -1.59
C -0.753923 -0.422417 0.753278 1.73 -0.81 -1.46
C 0.460166 0.538298 0.963407 -0.52 -0.86 -1.58
N 1.055993 0.531463 -1.029951 1.34 -0.26 2.46
O 0.804101 1.864654 -1.393550 -0.54 0.27 0.79
O -0.831524 -2.362703 -0.723206 0.09 0.93 0.18
O -0.831957 -1.374609 1.728319 -0.38 -3.59 -0.58
O -1.878770 0.347869 0.609676 -0.77 1.26 -0.24
O 1.557089 -0.132218 1.565433 -0.08 2.39 0.38
O 0.068148 1.731381 1.149425 1.95 0.03 0.28
H 0.788447 -0.932305 -2.247114 0.68 -2.16 -1.09
H -0.493696 0.125574 -2.387920 -0.05 -0.22 0.90
H -0.831550 -2.338719 1.232882 -0.24 3.42 1.35
H -1.542293 1.299340 0.579161 -0.18 -1.27 0.44
H 2.202723 0.562771 1.901985 -1.34 -1.10 -0.85
H 0.619063 2.108871 -0.452728 -0.38 1.45 -0.35
```
Positions in Å, forces in eV/Å.

Computed properties:
LUMO	3.7	eV
charge	-1
SMILES string	O=C(O)C(O)(O)C(=O)C[N-]O



Entry 4:
Here is a 12-piece molecular cluster, C36H104N16O12 overall in a non-equilibrium geometry from OMol25. Energies are from wB97M-V/def2-TZVPD.

```
168
Properties=species:S:1:pos:R:3:forces:R:3
C -3.463626 2.859209 -3.272302 0.84 -1.46 -0.90
O -3.214896 2.043389 -4.136282 -0.40 -1.07 -1.79
N -2.734046 2.912739 -2.210032 2.48 1.22 3.11
N -4.487786 3.669349 -3.260522 -3.37 2.24 -0.69
H -2.857146 3.678059 -1.562542 0.13 -0.38 0.10
H -1.871106 2.389739 -2.166472 0.02 -0.09 0.22
H -5.292446 3.435109 -3.824222 0.34 0.38 -0.06
H -4.479056 4.526539 -2.726432 -0.25 -0.41 -0.11
C -0.006836 -3.284581 1.373448 -3.76 -3.48 -2.05
O -1.042166 -2.655491 1.237598 -0.90 0.53 0.02
N 0.103834 -4.601971 1.031458 -0.48 -0.79 -0.25
N 1.095044 -2.836961 1.770348 4.96 3.49 2.32
H 0.994824 -5.050751 1.189038 -0.58 -0.37 -0.12
H -0.732966 -5.125571 0.817688 0.35 0.03 0.05
H 1.082794 -1.865471 2.046318 0.49 -0.06 0.10
H 1.915684 -3.414111 1.886658 -0.20 0.47 0.09
C 1.935304 0.853559 -3.954542 2.93 2.72 1.43
O 3.144184 1.065339 -3.949722 0.39 -0.47 -0.17
N 1.370894 -0.292741 -4.214792 -0.33 -2.95 -1.12
N 1.070054 1.797739 -3.571032 -1.99 1.35 0.25
H 0.443424 -0.206391 -4.605242 -0.55 -0.79 0.08
H 2.043054 -0.947241 -4.588852 -0.40 -0.14 -0.27
H 0.146384 1.439459 -3.374672 -0.05 0.29 0.22
H 1.363634 2.512569 -2.920692 0.48 -0.25 -0.37
C -0.628656 0.252009 -0.717792 0.77 1.65 0.71
O -0.737236 1.304359 -1.313632 0.02 1.50 -1.31
N -0.199516 -0.850621 -1.247562 0.81 -2.50 -3.22
N -0.747896 0.156099 0.579798 -0.84 -0.33 3.28
H 0.075004 -0.728241 -2.211802 -0.07 -0.67 -0.31
H -0.071486 -1.741111 -0.788512 -0.12 0.51 0.07
H -0.721356 0.952789 1.200028 -0.62 -0.14 -0.12
H -1.098006 -0.755621 0.837248 0.22 0.08 1.17
C -0.784316 4.042959 3.265998 0.21 0.43 -0.11
C -0.670406 3.025719 4.381258 0.49 0.15 0.77
C -1.469246 3.427609 5.676428 0.16 0.29 0.10
O -0.917006 4.480599 6.505538 -0.31 0.09 -0.17
C 0.449604 4.417959 6.839598 0.23 -0.41 -1.13
N -0.905416 1.697599 3.814538 -0.61 0.39 -0.32
H -1.818336 4.149339 2.937988 -0.05 -0.24 -0.27
H -0.122566 3.741469 2.454038 -0.30 -0.13 -0.23
H -0.462786 5.054709 3.513188 0.02 0.00 0.51
H 0.371804 2.983839 4.697688 0.14 0.10 0.00
H -1.663106 2.523729 6.253928 0.38 -0.25 0.35
H -2.458466 3.851929 5.504658 -0.06 -0.18 -0.65
H 0.993874 4.391029 5.895588 0.55 -0.37 0.09
H 0.662604 3.540479 7.450138 0.22 -0.10 0.08
H 0.850044 5.317699 7.306738 -0.81 0.10 0.36
H -0.492836 0.885969 4.251708 0.01 0.30 0.37
H -1.881336 1.533919 3.612328 -0.09 -0.25 0.00
C -0.446186 -3.971731 -2.911452 -1.28 -0.13 0.73
C -1.118086 -5.146121 -2.156272 0.10 0.24 -1.16
C -2.169356 -5.850771 -3.072482 -0.26 0.75 1.55
O -3.260406 -4.983251 -3.417712 0.73 -0.34 -0.75
C -4.219326 -5.644001 -4.258092 0.12 0.60 0.17
N -0.059196 -6.100341 -1.814522 0.13 -0.26 -0.45
H 0.176814 -3.393141 -2.229392 0.49 -0.41 -0.37
H -1.181326 -3.237571 -3.241102 -0.29 -0.15 -0.10
H 0.028584 -4.386401 -3.800692 0.49 0.22 0.24
H -1.601286 -4.854291 -1.223822 -0.42 0.63 -0.21
H -2.602586 -6.589961 -2.398682 0.04 -0.85 -0.38
H -1.679026 -6.272211 -3.950012 -0.06 -0.12 -0.04
H -4.825516 -4.893031 -4.764722 0.05 0.24 0.29
H -4.891676 -6.262701 -3.663732 0.10 -0.23 0.01
H -3.746736 -6.203571 -5.065332 0.23 -0.29 0.18
H 0.628504 -5.638081 -1.237042 0.13 0.11 -0.11
H -0.383206 -6.896711 -1.284512 -0.29 -0.13 0.00
C -4.250006 -4.098531 0.332568 -0.05 0.93 0.77
C -4.913396 -2.925151 -0.425732 0.28 -2.67 0.57
C -4.069676 -1.702561 -0.485952 -0.18 0.98 -0.54
O -4.906146 -0.632681 -0.951082 -0.98 -1.19 1.40
C -4.191846 0.525569 -1.130182 1.46 0.22 -0.97
N -5.144956 -3.490191 -1.728772 -1.28 0.44 -0.74
H -4.259236 -3.839241 1.391238 0.64 -0.03 0.20
H -3.240556 -4.236451 -0.054842 0.11 -0.13 0.27
H -4.811106 -5.031421 0.278008 -0.11 0.19 -0.50
H -5.861746 -2.784141 0.092778 -0.12 0.57 -0.24
H -3.300096 -1.838501 -1.245792 0.37 -0.27 -0.23
H -3.514926 -1.487451 0.427328 -0.35 0.40 0.47
H -3.516116 0.305799 -1.956732 0.40 0.53 -0.42
H -3.527186 0.752079 -0.296502 -0.20 0.28 0.43
H -4.797156 1.385629 -1.416512 -0.28 -0.28 0.27
H -5.609466 -2.783231 -2.280612 -0.06 0.03 -0.45
H -4.273036 -3.719861 -2.183862 0.15 -0.08 -0.08
C -2.725036 -1.047781 -6.564212 0.59 -0.22 -1.90
C -1.430596 -0.362631 -6.179802 -1.27 1.13 1.55
C -1.261946 1.032649 -6.780762 0.64 -0.87 0.52
O -0.774456 0.808919 -8.091842 -0.99 0.80 -0.36
C -0.382606 2.000669 -8.733392 0.81 0.50 0.04
N -1.475056 -0.212861 -4.676192 0.58 -0.49 -0.97
H -2.840896 -0.929251 -7.641532 -0.15 0.01 -0.26
H -3.620266 -0.610981 -6.121632 0.21 -0.19 0.38
H -2.592016 -2.124041 -6.454362 -0.52 -0.07 0.56
H -0.560056 -0.942831 -6.485772 0.00 -0.11 0.01
H -0.554626 1.538989 -6.123932 0.87 0.21 -0.24
H -2.122426 1.692259 -6.668622 -0.64 -0.31 -0.62
H -0.086456 1.841129 -9.770182 0.38 -0.66 0.23
H 0.430334 2.402039 -8.128312 0.44 0.28 -0.34
H -1.079236 2.829779 -8.857432 -0.95 -0.27 0.63
H -1.852656 0.697609 -4.455842 -0.33 0.33 0.07
H -2.205966 -0.855201 -4.405522 0.08 -0.10 0.59
C 0.194824 5.872859 0.279108 0.64 -0.78 0.17
C 1.515144 5.033479 0.047028 -1.17 0.73 1.09
C 1.430904 4.007569 -1.064602 0.29 -0.65 -0.06
O 2.710374 3.355439 -1.271792 -0.53 -0.11 0.51
C 3.045664 2.431259 -0.200942 -0.03 0.85 -0.51
N 2.602024 5.993459 -0.068742 0.07 0.49 -1.41
H -0.684056 5.285189 0.544268 0.23 -0.35 0.31
H -0.172676 6.462559 -0.560702 0.62 0.05 -0.42
H 0.435984 6.561899 1.088528 -0.23 0.02 0.02
H 1.835024 4.603639 0.996248 -0.93 -0.85 0.16
H 1.041014 4.468009 -1.972392 0.99 0.57 -0.53
H 0.665254 3.233909 -1.006882 -0.17 -0.27 1.19
H 2.292794 1.655129 -0.063442 -0.24 -0.12 -0.24
H 3.175954 2.931649 0.758608 -0.08 0.18 -0.04
H 4.008574 1.978309 -0.437062 -0.15 0.04 -0.33
H 3.380914 5.512109 -0.495032 0.54 -0.41 0.24
H 2.337204 6.586179 -0.842462 -0.05 0.77 -0.18
C 2.734184 -2.612791 -2.050882 -0.20 2.95 0.69
C 4.056204 -2.277591 -1.298572 -2.94 -1.97 -1.36
C 3.873404 -1.567001 0.029508 0.56 1.08 -0.31
O 5.130524 -1.585791 0.699548 -0.47 -0.78 -0.79
C 5.410424 -0.435791 1.434408 0.88 -0.36 0.05
N 4.552754 -3.626711 -1.057382 1.63 0.92 0.33
H 2.318514 -1.624121 -2.245432 -0.24 0.08 -0.92
H 1.924204 -2.978921 -1.420022 0.49 -0.89 0.33
H 2.885554 -3.184431 -2.966532 0.01 0.02 0.32
H 4.696934 -1.763121 -2.014732 0.18 0.22 0.38
H 3.100174 -1.998961 0.664818 -0.08 -0.47 -0.14
H 3.568844 -0.529671 -0.109382 -0.07 0.24 -0.23
H 4.975584 -0.533761 2.429108 -0.29 0.66 0.06
H 5.144094 0.447859 0.854478 -0.28 0.25 0.48
H 6.494784 -0.445931 1.544708 0.08 0.21 0.19
H 3.972124 -3.917141 -0.283672 0.05 -0.66 0.31
H 5.400064 -3.275151 -0.634802 1.09 -1.51 0.69
C 6.575254 2.616949 3.439058 -0.72 -0.42 -0.49
C 5.343754 3.555659 3.515248 -0.98 -1.68 2.63
C 3.936734 2.863329 3.842758 0.79 0.38 -0.89
O 3.700974 1.886329 2.858518 0.76 -0.96 -0.88
C 2.524464 1.148119 3.024768 -0.80 0.56 0.98
N 5.607114 4.474069 4.676588 0.35 0.93 -1.88
H 6.457274 1.815419 2.709868 -0.08 -0.05 -0.03
H 6.813104 2.171099 4.404848 -0.24 -0.06 0.09
H 7.460794 3.177609 3.139748 -0.06 0.22 -0.06
H 5.275244 4.093929 2.569908 -0.22 0.36 0.30
H 3.087554 3.546599 3.854288 0.18 0.84 -0.41
H 3.854014 2.470629 4.856188 0.74 -0.57 0.28
H 2.467794 0.883549 4.080648 -0.46 -0.15 0.27
H 2.372964 0.220239 2.473238 1.10 -0.01 -0.50
H 1.652164 1.734269 2.735578 -0.26 0.31 0.25
H 5.926864 4.043749 5.532568 -0.55 -1.01 0.07
H 6.504644 4.775789 4.325138 0.34 1.33 0.38
C -3.346356 -1.619271 5.951398 -1.28 -0.15 1.24
C -2.126206 -1.129191 5.220608 0.90 -1.70 0.03
C -0.843566 -1.868171 5.706108 -0.09 0.76 0.06
O 0.285584 -1.549071 4.847828 -0.36 -0.81 0.96
C 1.350914 -2.492131 5.034028 -0.36 0.30 -0.50
N -2.310566 -1.363341 3.795218 0.39 0.27 -0.53
H -3.450276 -1.291921 6.985878 0.23 0.86 -0.03
H -3.512936 -2.674381 6.168398 0.81 -0.59 -0.88
H -4.256936 -1.333971 5.424578 0.08 0.35 -0.04
H -1.984686 -0.068471 5.427848 -0.12 0.06 -0.20
H -1.010376 -2.943361 5.771218 -0.04 -0.25 -0.50
H -0.622886 -1.564741 6.729498 0.23 0.22 0.19
H 2.181654 -2.120041 4.434438 0.11 -0.06 0.19
H 1.067104 -3.479891 4.670888 -0.18 -0.12 -0.26
H 1.660134 -2.658661 6.065898 -0.05 0.53 0.23
H -1.398546 -1.506951 3.385698 0.35 0.55 -0.33
H -2.705376 -2.269321 3.586798 -0.67 -0.18 0.40
```
Positions in Å, forces in eV/Å.

Computed properties:
LUMO	-0.2	eV
SMILES string	COC[C@H](C)N.COC[C@H](C)N.COC[C@H](C)N.COC[C@H](C)N.COC[C@H](C)N.COC[C@H](C)N.COC[C@H](C)N.COC[C@H](C)N.NC(N)=O.NC(N)=O.NC(N)=O.NC(N)=O



Entry 5:
Here is C3H4FeO2 as an isolated structure in a non-equilibrium geometry from OMol25. Energies are from wB97M-V/def2-TZVPD.

```
10
Properties=species:S:1:pos:R:3:forces:R:3
C -0.591210 -0.895664 1.796215 2.54 0.62 -0.98
C -1.064427 0.312569 1.403492 -4.65 -3.17 -1.01
O -0.005362 0.026192 -0.671060 1.06 -1.90 -0.88
C 0.938482 -0.334207 -1.435242 -1.61 1.16 1.03
O 0.616235 -1.638006 -1.794605 -0.64 -0.71 0.38
H 0.314155 -0.834776 2.417845 -0.77 -0.97 1.25
H -0.991503 1.243094 1.980695 0.18 0.32 -1.28
H 1.026483 -1.909327 -2.621170 0.52 -0.21 -0.14
Fe -0.657833 -2.093730 0.124605 1.16 1.57 -0.89
H -2.123693 -0.227653 0.595760 2.23 3.30 2.52
```
Positions in Å, forces in eV/Å.

Computed properties:
LUMO (spin up / spin down)	-6.0 / -8.7	eV
spin multiplicity	6
charge	+1



What did we get for relative energy (zero: lowest compared OMol25 entry of this formula, charge and spin)? Answer: 30.5; 56.4; 142.1; 364.5; 519.2 kJ/mol, in the order shown.
What did we get for electronic energy? Answer: -5632.1329; -246.0701; -662.1695; -3212.8713; -1530.2855 a.u., in the order shown.